Entry 1:
Density functional theory data (the ωB97M-V functional and the def2-TZVPD basis) for a gas-phase ion, C9H11N4 (charge +1) in a non-equilibrium geometry.

Properties
SMILES: C1=C\n2cc[n+](c2)/C=C\NC\C=N/1
Orbital gap: 8.5 eV
ΔE to the lowest compared entry with this formula, charge and spin: 76.3 kcal/mol
LUMO energy: -3.60 eV
Charge: +1
E_HOMO: -12.130 eV

Element x y z (Å)
C  2.536  -1.175  -0.143
C  2.616  0.125  -0.147
N  1.541  0.960  -0.238
C  1.234  1.961  0.680
C  -0.093  2.261  0.529
N  -0.595  1.472  -0.464
C  0.420  0.743  -0.985
C  -2.010  1.177  -0.704
C  -2.533  -0.004  -0.371
N  -1.969  -1.077  0.186
C  -0.703  -1.343  0.860
C  0.193  -1.988  -0.172
N  1.425  -1.848  -0.415
H  3.476  -1.683  0.083
H  3.537  0.649  -0.354
H  1.826  2.274  1.483
H  -0.790  2.724  1.116
H  0.419  0.031  -1.826
H  -2.569  1.970  -1.134
H  -3.553  -0.207  -0.640
H  -2.613  -1.788  0.274
H  -0.982  -2.123  1.798
H  -0.335  -0.450  1.371
H  -0.477  -2.659  -0.786

Cartesian forces, eV/Å:
C 0.6407 -0.8482 1.2175
C 2.8015 1.8286 -0.9979
N -3.9915 1.9375 -0.4927
C -1.8955 -0.4445 -0.6299
C 1.6797 -1.6717 -0.8562
N 0.3588 -1.3855 -1.3025
C 0.5536 0.0657 0.5606
C 1.0848 0.5393 0.0365
C 0.4269 0.8239 -0.5500
N 1.0096 -0.0739 0.6960
C -1.0347 -1.1783 2.4827
C 0.4441 -0.4888 0.2313
N -2.1902 -2.1249 -0.5962
H -0.4526 -0.4577 -0.4713
H 0.4354 -0.2431 0.6655
H 1.2057 0.2479 0.6314
H -1.1307 1.6523 1.4467
H -0.3899 0.7229 0.6520
H -0.3615 0.3581 -0.2721
H -0.3798 0.3281 -0.0674
H -1.2809 -1.8205 0.3567
H 0.9869 1.8817 -2.6334
H 0.2500 -0.0896 -0.2106
H 1.2295 0.4407 0.1033

=====

Entry 2:
Density functional theory data (the ωB97M-V functional and the def2-TZVPD basis) for a gas-phase ion, C9H11N6 (charge +1) in a non-equilibrium geometry.

Properties
SMILES: C[C@@H](C#C/N=c1/nccc[nH]1)NC#[N+]N
Orbital gap: 7.7 eV
ΔE to the lowest compared entry with this formula, charge and spin: 75.3 kcal/mol
LUMO energy: -2.98 eV
Charge: +1
E_HOMO: -10.629 eV

Element x y z (Å)
C  -2.373  -1.158  -0.645
C  -1.977  -0.507  0.656
C  -0.561  -0.435  0.818
C  0.609  -0.063  0.729
N  1.705  0.552  0.712
C  2.972  0.425  0.483
N  3.753  1.477  0.297
C  4.941  1.319  -0.101
C  5.504  0.102  -0.483
C  4.693  -1.050  -0.239
N  3.467  -0.877  0.305
N  -2.704  1.006  0.624
C  -3.902  1.169  0.252
N  -4.906  0.955  -0.347
N  -6.141  0.510  -0.503
H  -3.174  -0.535  -1.145
H  -2.798  -2.204  -0.490
H  -1.487  -1.294  -1.306
H  -2.377  -0.777  1.679
H  5.525  2.315  -0.272
H  6.510  0.032  -1.009
H  5.092  -2.091  -0.477
H  2.907  -1.727  0.350
H  -2.228  1.826  1.088
H  -6.559  0.874  -1.349
H  -6.492  0.157  0.375

Cartesian forces, eV/Å:
C -1.3665 -1.3615 -0.7317
C 0.3750 0.5297 1.7290
C 0.6201 0.4893 -0.3517
C -1.9392 -0.4214 0.1812
N 1.7163 1.4446 0.3425
C -2.4102 -2.0882 -0.3330
N -1.7825 0.9144 1.3107
C 3.1592 2.3359 -1.6482
C 0.2371 -3.0447 -0.4465
C 2.7202 1.2559 -0.7975
N 1.3387 -0.4037 -0.6749
N 1.5486 1.5713 0.9486
C -1.3508 -0.8413 -0.7457
N 1.0555 0.3401 -0.1157
N 1.7268 0.3722 0.6067
H 0.9960 -1.0094 0.2150
H 0.4384 1.3769 -0.0649
H -0.7656 0.4405 0.4956
H -0.2389 -0.5060 -1.5827
H -0.8247 -1.9677 0.4087
H -1.5792 -0.0095 1.0357
H -0.9634 1.5163 0.4384
H -0.3573 0.7398 0.3732
H -0.5228 -1.4623 -0.5960
H -0.6647 -0.3518 0.5912
H -1.1659 0.1403 -0.5879

=====

Entry 3:
Density functional theory data (the ωB97M-V functional and the def2-TZVPD basis) for 2 unconnected molecules or ions with the total composition C9H11NO in a non-equilibrium geometry.

Properties
2S+1: 3
Orbital gap (alpha / beta): 7.0 / 8.1 eV
ΔE to the lowest compared entry with this formula, charge and spin: 56.0 kcal/mol
LUMO energy (alpha / beta): 0.92 / -1.13 eV
E_HOMO (alpha / beta): -6.118 / -9.280 eV

Element x y z (Å)
C  2.992  0.038  1.360
C  2.203  -1.101  1.521
C  2.600  1.095  0.529
C  0.914  -1.095  0.920
C  1.304  1.110  -0.015
C  0.530  -0.006  0.219
C  -1.664  0.147  -2.047
C  -1.734  0.111  -0.598
C  -2.424  -1.039  0.319
N  -2.019  1.547  -0.539
O  -1.815  1.565  -1.947
H  3.972  0.077  1.752
H  2.571  -1.960  2.043
H  3.209  1.958  0.280
H  0.337  -1.907  0.858
H  1.092  1.805  -0.779
H  -0.778  -0.158  -2.705
H  -2.560  -0.200  -2.526
H  -1.832  -1.212  1.212
H  -2.196  -1.899  -0.297
H  -3.459  -0.965  0.630
H  -1.243  2.090  -0.190

Cartesian forces, eV/Å:
C -0.4104 0.0424 -0.8092
C -0.9510 1.1772 -0.7722
C -1.2199 0.0849 0.2343
C 2.8324 2.1117 0.4923
C 1.0377 -1.4485 0.3765
C 1.9233 1.0114 0.1067
C 0.3549 0.4659 -1.1883
C -3.7071 -1.3010 2.9577
C 2.4659 1.6681 -1.5761
N 0.2149 -2.2525 -0.1755
O 0.4172 1.6154 -1.6854
H 0.8706 -0.1228 0.5291
H 0.0820 -0.2989 0.2573
H 0.3727 -0.2800 0.3032
H -2.0803 -3.3075 0.3285
H -0.5676 1.0336 -0.5412
H -0.6819 0.3145 1.1837
H -0.5712 -0.8624 -0.4870
H 0.1057 0.2784 0.3412
H -0.5891 -0.5843 -0.0902
H -0.2617 0.3401 -0.4809
H 0.3629 0.3144 0.6954

=====

Entry 4:
Density functional theory data (the ωB97M-V functional and the def2-TZVPD basis) for C9H11NO2 in the gas phase in a non-equilibrium geometry.

Properties
Orbital gap: 8.6 eV
ΔE to the lowest compared entry with this formula, charge and spin: 156.7 kcal/mol
LUMO energy: 0.16 eV
E_HOMO: -8.461 eV

Element x y z (Å)
C  -2.001  -2.703  -0.986
C  -2.494  -1.771  -0.106
C  -0.735  -2.419  -1.515
C  -1.976  -0.475  -0.008
C  -0.088  -1.123  -1.421
C  1.996  1.686  0.475
C  0.651  1.175  0.796
C  2.445  1.924  -0.963
C  0.174  0.425  1.999
N  -0.785  -0.272  -0.620
O  -0.182  0.990  -0.255
O  0.957  2.494  0.977
H  -2.602  -3.633  -1.167
H  -3.450  -1.909  0.478
H  -0.437  -3.156  -2.297
H  -2.248  0.442  0.527
H  2.924  1.699  1.094
H  3.491  1.500  -1.086
H  2.527  3.028  -1.181
H  1.776  1.303  -1.685
H  -0.634  1.034  2.517
H  1.034  0.276  2.745
H  -0.343  -0.514  1.681

Cartesian forces, eV/Å:
C 1.2190 -0.5887 0.1292
C -2.9780 2.6758 1.7224
C -1.4403 0.2887 -1.8135
C 1.0202 -0.8146 -0.0805
C -0.2678 -0.3438 0.9576
C 2.3669 0.1786 -0.7004
C 1.0410 -1.8415 1.9263
C 0.0263 -1.1050 -1.1621
C 0.0880 -0.1702 1.8217
N 1.6782 -0.9719 0.2662
O -2.6061 0.4941 -3.7356
O -0.9594 1.4355 -0.0955
H 1.0110 0.8577 0.1617
H 1.0580 -0.0815 -0.9086
H 0.5659 0.7917 0.8288
H -0.7183 -0.9193 0.1205
H -1.1614 -0.6091 0.3144
H -1.1745 0.4627 0.2080
H -0.4386 -1.2218 0.0443
H 1.0545 1.5750 1.0180
H 1.0190 -0.5139 -0.5916
H -1.4274 -0.0708 -1.1004
H 1.0239 0.4922 0.6692

=====

Entry 5:
Density functional theory data (the ωB97M-V functional and the def2-TZVPD basis) for C9H11NO2 in the gas phase in a non-equilibrium geometry.

Properties
SMILES: N[C@@H](Cc1ccccc1)C(=O)O
Orbital gap: 9.7 eV
ΔE to the lowest compared entry with this formula, charge and spin: 27.3 kcal/mol
LUMO energy: 0.56 eV
E_HOMO: -9.118 eV

Element x y z (Å)
N  -1.084  -0.563  1.968
C  -1.729  -0.811  0.643
C  -1.271  0.371  -0.268
C  0.166  0.790  -0.359
C  0.613  2.023  -0.032
C  1.887  2.424  -0.318
C  2.782  1.562  -0.933
C  2.389  0.290  -1.232
C  1.058  -0.089  -0.840
C  -1.455  -2.214  0.144
O  -0.755  -2.516  -0.840
O  -2.435  -3.035  0.745
H  -1.179  -1.348  2.593
H  -0.075  -0.469  1.961
H  -2.770  -0.673  0.803
H  -1.653  0.289  -1.291
H  -1.746  1.302  0.208
H  -0.046  2.732  0.514
H  2.069  3.496  -0.064
H  3.731  1.948  -1.295
H  3.061  -0.467  -1.656
H  0.757  -1.076  -1.033
H  -2.313  -3.966  0.581

Cartesian forces, eV/Å:
N -0.1509 -0.3948 0.2074
C 2.9074 1.3052 0.7153
C -1.2811 1.6311 1.0239
C -1.1675 -1.5681 0.3788
C -0.8094 2.2438 1.2883
C 0.0864 1.6808 0.4234
C 0.7065 0.9878 -0.7583
C -1.5541 -1.2705 1.1280
C 3.4352 -0.4551 -1.8337
C -1.0154 -0.8300 -3.2579
O -1.8832 0.0030 3.5119
O 1.6761 1.4210 -0.1781
H -0.7204 -0.2882 0.1699
H 0.1330 0.3576 -0.8686
H -0.9698 -0.2856 0.0104
H -0.1563 -0.1997 0.2234
H 0.0722 -1.4253 -0.7175
H 0.3246 -0.4792 -0.6217
H 0.5359 -1.1195 -0.3573
H 0.0797 -0.1165 0.2987
H -0.3111 0.4798 0.0607
H -0.3165 -1.0581 -0.3315
H 0.3789 -0.6195 -0.5155

=====

Among the records above, which one has the highest ΔE to the lowest compared entry with this formula, charge and spin? number 4

=====

The lowest ΔE to the lowest compared entry with this formula, charge and spin belongs to which entry? number 5